[1]
{"formula": "C27H28MnN6O5S2", "method": "ωB97M-V/def2-TZVPD", "fmax_ev_per_a": 3.08, "lumo_energy_ev": [-10.548, -9.635], "charge": 2, "spin_multiplicity": 4, "homo_lumo_gap_ev": [3.594, 4.011], "homo_energy_ev": [-14.1, -13.6], "species": ["Mn", "N", "C", "C", "C", "C", "N", "H", "H", "H", "H", "H", "H", "H", "H", "H", "H", "H", "H", "O", "S", "C", "C", "C", "C", "C", "C", "C", "C", "C", "C", "C", "C", "H", "H", "H", "H", "H", "H", "H", "H", "H", "H", "O", "S", "O", "N", "C", "O", "C", "C", "C", "C", "C", "C", "H", "H", "H", "H", "N", "C", "O", "C", "C", "N", "C", "N", "H", "H"], "coordinates": [[0.320039, 0.344874, -0.926804], [2.257087, 0.113565, -1.878557], [2.637275, -1.049350, -2.874437], [1.452709, -2.083092, -3.071067], [0.443478, -1.677825, -4.165049], [-0.041795, -0.199930, -4.013532], [-0.661131, 0.049579, -2.668473], [2.467843, 0.988196, -2.409009], [2.962663, 0.127547, -1.162154], [3.507715, -1.425374, -2.412360], [2.855265, -0.634424, -3.907875], [1.001261, -2.242248, -2.041488], [1.789577, -3.086844, -3.318305], [-0.442856, -2.359995, -4.232232], [0.913344, -1.835543, -5.123880], [-0.789866, 0.078697, -4.788547], [0.827248, 0.441378, -4.082585], [-1.348120, -0.652357, -2.646571], [-1.170681, 0.925986, -2.786934], [1.001475, -0.944327, 0.262012], [0.182064, -1.812331, 1.273756], [0.432992, -3.468556, 0.807530], [1.626857, -4.099271, 1.015137], [1.726128, -5.485749, 0.928402], [0.545094, -6.242648, 0.626505], [-0.607256, -5.565241, 0.299105], [-0.692460, -4.200452, 0.397260], [1.075106, -1.689270, 2.739486], [0.540366, -2.240776, 3.868922], [1.136259, -2.035269, 5.136543], [2.308817, -1.296678, 5.208138], [2.915604, -0.783236, 4.061826], [2.257275, -0.937852, 2.871477], [2.430465, -3.495807, 1.429626], [2.765343, -5.942143, 1.089901], [0.552410, -7.290431, 0.787475], [-1.541254, -6.107741, 0.098447], [-1.609892, -3.648380, 0.314298], [-0.306570, -2.918070, 3.860949], [0.727697, -2.398156, 6.047557], [2.731115, -1.002927, 6.196241], [3.806521, -0.223590, 4.218571], [2.684332, -0.454442, 1.985589], [-3.169009, 3.702495, -2.642141], [-2.359271, 3.751397, -1.485433], [-1.442114, 4.837688, -1.299807], [-1.563690, 2.334049, -1.382119], [-1.929563, 1.667283, -0.350817], [-1.347697, 0.513758, -0.045738], [-3.054682, 2.304400, 0.469481], [-3.769559, 1.861606, 1.530166], [-4.786564, 2.669782, 2.010024], [-5.091950, 3.896045, 1.430198], [-4.361119, 4.344991, 0.337557], [-3.348660, 3.523012, -0.096682], [-3.544352, 0.920500, 1.944249], [-5.469291, 2.442086, 2.827900], [-5.875708, 4.508524, 1.810972], [-4.570127, 5.353000, 0.022145], [0.353018, 3.788597, 1.327887], [0.856363, 3.234028, 0.227895], [1.034249, 2.027445, 0.071742], [1.205983, 4.141615, -0.864097], [1.780840, 3.524179, -2.004745], [2.241177, 2.883176, -2.862285], [1.162922, 5.517086, -0.761592], [0.975729, 6.670226, -0.724262], [0.016965, 3.235286, 2.095330], [0.386566, 4.808249, 1.399276]], "forces_ev_per_a": [[1.0, 1.4, 0.0], [-0.6, 0.3, -2.1], [-2.3, 0.8, -0.8], [0.0, 0.4, 1.6], [-1.0, 0.5, 0.7], [0.6, -0.9, -0.5], [1.0, 0.3, -1.5], [-0.4, -0.6, 0.5], [0.1, -0.2, 0.6], [0.9, -1.0, 0.0], [0.1, -0.2, 1.5], [0.1, 0.3, -1.1], [0.5, 0.1, -0.1], [0.7, 0.4, 0.5], [0.3, 0.4, -0.4], [0.6, -0.2, 0.4], [0.0, 0.4, -0.3], [-1.4, -1.2, 0.8], [-0.2, 0.2, 0.4], [0.1, -0.1, 0.1], [-0.9, 0.1, -0.8], [-1.2, -0.7, -0.5], [1.2, -0.5, 0.7], [0.5, -0.7, -0.3], [2.0, 1.6, 0.6], [-1.4, -0.8, 0.0], [0.7, 1.4, 0.5], [1.6, 1.1, 1.3], [-0.4, -1.1, 2.1], [0.7, 0.6, -1.5], [0.1, 0.5, 1.0], [-1.2, -0.5, 1.0], [0.4, 0.4, -1.9], [0.3, -0.3, -0.3], [-2.0, 0.4, -0.1], [0.0, -0.9, -0.4], [0.6, 0.1, 0.0], [-0.5, -0.2, -0.3], [-0.2, 0.2, -0.3], [-0.6, -0.5, 0.3], [-0.3, -0.6, -0.8], [0.6, 0.4, -0.5], [-0.2, -0.2, 0.2], [-0.4, 0.1, -0.9], [-0.4, 1.3, -0.5], [0.4, -0.2, 0.0], [1.2, -0.4, -0.3], [-0.7, -1.2, 1.7], [-0.5, 1.1, -0.3], [1.4, -0.3, -1.4], [-0.6, -0.1, 0.7], [-1.2, 0.6, 0.5], [0.9, -0.6, -0.5], [-0.1, 0.3, 0.9], [-0.4, 0.5, 0.0], [0.1, -1.0, 0.6], [0.6, -0.7, 0.0], [-0.5, 0.2, 0.3], [0.2, 0.0, -0.8], [0.1, 0.7, -0.1], [-0.5, 2.4, -0.4], [0.4, -3.0, -0.3], [0.7, -1.5, -0.2], [0.2, -0.7, -0.6], [-0.6, 0.9, 0.9], [-0.6, 2.7, -0.1], [0.5, -1.6, 0.1], [0.1, -0.1, 0.1], [-0.3, -0.6, 0.2]], "mulliken_charge": [0.484, -0.342, -0.841, 0.227, -0.972, -0.671, -0.042, 0.294, 0.328, 0.557, 0.321, -0.434, 0.489, 0.378, 0.382, 0.476, 0.309, 0.237, 0.295, 0.163, 0.324, 0.323, -0.134, -0.617, -0.513, -0.588, -0.444, 0.207, -0.258, -0.893, -0.285, -0.858, 0.235, 0.441, 0.355, 0.472, 0.385, 0.489, 0.437, 0.462, 0.353, 0.467, 0.265, -0.657, 1.087, -0.555, -0.366, 0.905, -0.443, 0.178, -0.441, -0.740, -0.494, -0.769, 0.035, 0.705, 0.369, 0.479, 0.488, -0.167, 0.660, -0.414, 0.552, 0.368, -0.667, -0.509, -0.328, 0.253, 0.208]}

[2]
{"formula": "C27H28N2O3", "method": "ωB97M-V/def2-TZVPD", "fmax_ev_per_a": 3.41, "lumo_energy_ev": -0.887, "relative_energy_ev": 8.0915, "homo_lumo_gap_ev": 3.184, "homo_energy_ev": -4.1, "species": ["C", "O", "C", "C", "C", "N", "C", "C", "C", "C", "C", "C", "C", "O", "C", "C", "C", "C", "C", "O", "C", "C", "H", "H", "H", "H", "H", "H", "H", "H", "H", "H", "H", "H", "H", "H", "H", "H", "H", "H", "H", "H", "C", "C", "C", "N", "C", "C", "C", "C", "C", "C", "H", "H", "H", "H", "H", "H", "H", "H"], "coordinates": [[-3.637894, -6.343328, -1.014306], [-3.316592, -6.223825, 0.385912], [-2.380940, -5.322031, 0.779555], [-1.819918, -5.495342, 2.063723], [-0.723270, -4.755434, 2.423828], [-0.220121, -3.793000, 1.608320], [1.082039, -3.123560, 1.938772], [1.024062, -1.679979, 2.337395], [0.070079, -1.156293, 3.209910], [-0.628613, 0.066549, 3.142138], [-0.366053, 1.126365, 2.232613], [-1.018160, 2.327414, 2.357831], [-2.021392, 2.520346, 3.341227], [-2.527871, 3.776626, 3.481528], [-3.775401, 3.936408, 4.191492], [-2.417575, 1.421630, 4.148422], [-1.701575, 0.243931, 4.065311], [2.150929, -0.884769, 2.159596], [3.262042, -1.190723, 1.281714], [2.177010, 0.113536, 3.067542], [-0.814129, -3.537770, 0.413280], [-1.893234, -4.275084, -0.034514], [-4.319480, -7.190825, -1.044097], [-4.140860, -5.443388, -1.386945], [-2.749089, -6.554913, -1.622014], [-2.221648, -6.258739, 2.729694], [-0.204182, -4.901016, 3.376049], [1.510783, -3.703985, 2.769384], [1.741960, -3.246407, 1.066727], [-0.356887, -1.869739, 3.912882], [0.337833, 0.972790, 1.409111], [-0.771791, 3.189889, 1.732934], [-3.964577, 5.004897, 4.120636], [-4.583637, 3.371827, 3.705548], [-3.686460, 3.629324, 5.241955], [-3.260689, 1.522837, 4.839983], [-1.972571, -0.598459, 4.708018], [2.917656, -1.810437, 0.447399], [3.723178, -0.313950, 0.808527], [4.029611, -1.781359, 1.811327], [-0.371825, -2.737176, -0.176526], [-2.317078, -4.058724, -1.015187], [4.459777, 0.874189, 3.077057], [3.011851, 1.252987, 2.797263], [2.820490, 1.665062, 1.396935], [2.539201, 2.000969, 0.308199], [2.585219, 2.430626, 3.687635], [3.060652, 2.499834, 5.005297], [3.024166, 3.712574, 5.697404], [2.338294, 4.812004, 5.160110], [1.702429, 4.676824, 3.925717], [1.865036, 3.507710, 3.172808], [5.094431, 1.758213, 2.936541], [4.580401, 0.496192, 4.093882], [4.809166, 0.108282, 2.387852], [3.499268, 1.604036, 5.454150], [3.543379, 3.793792, 6.653345], [2.295434, 5.754415, 5.707334], [1.111671, 5.492685, 3.496422], [1.412547, 3.452009, 2.177681]], "forces_ev_per_a": [[-0.1, 0.2, 0.2], [0.8, 0.8, 0.2], [0.0, -0.3, -0.5], [-0.3, -0.2, -0.3], [0.0, 0.6, 0.0], [0.1, -0.5, -0.6], [0.5, -0.2, 0.2], [1.5, 1.7, -0.1], [-1.8, -1.8, 0.3], [-0.4, 0.4, 0.4], [0.2, -0.7, 0.1], [-1.3, 0.9, 0.8], [0.5, -1.5, -0.1], [-1.1, 0.8, 0.3], [1.0, -0.2, -0.6], [0.3, 0.9, -0.4], [0.1, 0.1, -0.3], [-2.4, -2.0, -0.6], [1.2, -0.6, -1.0], [1.1, 1.9, 0.5], [0.0, 0.0, 0.6], [0.0, -0.4, 0.2], [0.0, 0.1, -0.2], [0.1, -0.2, 0.1], [-0.1, 0.1, 0.3], [0.2, 0.2, -0.2], [-0.2, 0.1, -0.4], [-0.2, -0.1, -0.2], [-0.3, -0.1, 0.3], [-0.3, -0.2, 0.0], [-0.1, 0.1, 0.4], [-0.1, -0.3, 0.0], [-0.2, -0.1, 0.1], [0.2, 0.1, 0.1], [0.0, 0.1, -0.2], [0.4, -0.1, -0.2], [0.1, 0.3, -0.2], [0.0, 0.1, 0.1], [0.0, -0.4, 0.0], [0.2, 0.2, -0.2], [-0.1, -0.1, 0.2], [0.2, -0.1, 0.4], [0.8, 0.4, -0.3], [-0.5, -0.6, 0.8], [-1.0, 1.1, -3.1], [1.0, -0.9, 2.7], [0.0, 0.2, 0.2], [0.2, 0.2, -0.3], [-0.3, -0.1, -0.1], [0.1, -0.4, -0.1], [0.1, -0.1, -0.1], [-0.1, 0.2, 0.1], [0.0, -0.2, 0.2], [-0.2, 0.1, -0.2], [0.0, 0.2, 0.2], [0.0, 0.5, -0.1], [-0.3, 0.0, -0.2], [0.0, -0.3, -0.1], [0.3, -0.3, 0.3], [0.4, 0.0, 0.5]], "mulliken_charge": [-0.779, -0.399, 0.904, -0.731, 0.101, 0.413, -1.634, 1.241, -1.593, 1.160, -0.043, -0.497, 0.644, -0.429, -0.910, -0.313, -1.284, 0.986, -2.316, -0.199, -0.120, -0.630, 0.245, 0.327, 0.362, 0.417, 0.362, 0.235, 0.305, 0.105, 0.358, 0.401, 0.248, 0.364, 0.314, 0.289, 0.236, 0.463, 0.452, 0.241, 0.459, 0.347, -1.605, 2.358, -0.334, -0.750, -0.426, -0.546, -0.735, -0.474, -0.810, 0.064, 0.383, 0.390, 0.524, 0.377, 0.367, 0.384, 0.384, 0.348]}

[3]
{"formula": "C27H28N2O5P2Yb", "method": "ωB97M-V/def2-TZVPD", "fmax_ev_per_a": 4.57, "lumo_energy_ev": [-3.963, -3.941], "charge": 1, "spin_multiplicity": 2, "homo_lumo_gap_ev": [6.532, 6.554], "homo_energy_ev": [-10.5, -10.5], "species": ["C", "C", "C", "C", "C", "C", "C", "C", "C", "C", "C", "C", "C", "H", "H", "H", "H", "H", "H", "H", "N", "Yb", "C", "H", "H", "C", "H", "H", "P", "P", "C", "H", "H", "H", "C", "H", "H", "H", "C", "H", "H", "H", "C", "H", "H", "H", "C", "O", "H", "O", "C", "O", "C", "C", "C", "C", "C", "C", "N", "O", "O", "H", "H", "H", "H"], "coordinates": [[-3.353586, -2.848901, -2.239524], [-2.889800, -1.555148, -2.100331], [-3.506452, -0.687677, -1.125287], [-4.598412, -1.180768, -0.312735], [-5.048822, -2.509200, -0.533198], [-4.451544, -3.321356, -1.479732], [-5.095800, -0.323925, 0.681113], [-4.582166, 0.968541, 0.870555], [-3.505959, 1.388015, 0.000725], [-2.881570, 2.672584, 0.191413], [-3.328442, 3.487839, 1.216083], [-4.400397, 3.093425, 2.054436], [-5.006483, 1.860335, 1.889743], [-2.868332, -3.486574, -2.974696], [-5.886843, -2.862351, 0.069219], [-4.807665, -4.326818, -1.671749], [-5.920957, -0.662899, 1.301029], [-2.850108, 4.455911, 1.349192], [-4.739371, 3.785005, 2.817280], [-5.831741, 1.539480, 2.529836], [-2.999630, 0.543959, -0.920161], [0.495975, -0.310770, 0.409714], [-1.675639, -1.061731, -2.891913], [-1.758300, 0.037163, -3.005206], [-1.503700, -1.625377, -3.824623], [-1.695765, 3.047952, -0.684850], [-1.864284, 2.617099, -1.688759], [-1.545434, 4.140937, -0.714779], [-0.142898, -1.308162, -1.979119], [-0.130472, 2.278685, -0.116036], [0.303319, 3.315147, 1.326846], [1.304960, 3.009313, 1.668942], [0.280463, 4.377734, 1.045443], [-0.416246, 3.113991, 2.132004], [1.040798, 2.870380, -1.394609], [0.999512, 3.966071, -1.465555], [2.057703, 2.542870, -1.136024], [0.781423, 2.418771, -2.363183], [0.079670, -3.101651, -1.683882], [0.007320, -3.582849, -2.666803], [1.062531, -3.278544, -1.209032], [-0.709707, -3.449353, -0.995637], [1.232006, -0.797381, -3.056337], [2.189449, -0.917858, -2.519819], [1.171742, -1.432276, -3.948814], [1.119405, 0.271904, -3.298342], [0.133494, 0.228902, 2.709461], [0.196698, 0.309799, 3.855480], [-1.580645, -0.444358, 0.900642], [2.662005, 1.289103, 1.633502], [3.167987, 0.466199, 0.830741], [2.559942, 0.039157, -0.256285], [4.416429, -0.291016, 1.129194], [4.704701, -1.480054, 0.440517], [5.760483, -2.270083, 0.841803], [6.564275, -1.818102, 1.932375], [6.314201, -0.577559, 2.561687], [5.249406, 0.184214, 2.143316], [7.625042, -2.654523, 2.431801], [7.803884, -3.744889, 1.884335], [8.275939, -2.217349, 3.385752], [4.076164, -1.829029, -0.392356], [5.996445, -3.232621, 0.393963], [6.942619, -0.264201, 3.399702], [5.001176, 1.134868, 2.621533]], "forces_ev_per_a": [[0.3, 1.1, -0.1], [0.2, -0.5, -0.1], [-0.1, 0.7, 0.8], [0.8, 0.5, -0.4], [-0.1, -0.7, -0.4], [-0.4, 0.5, 0.6], [0.0, 0.2, -0.3], [0.7, -0.1, -0.6], [-0.1, -1.2, 0.0], [0.1, 0.2, 0.4], [0.4, -0.6, -1.0], [-0.5, -0.9, -0.1], [-0.1, 0.8, 0.4], [-0.2, -0.1, 0.1], [0.2, -0.1, -0.2], [-0.1, 0.1, 0.2], [0.1, 0.0, 0.0], [-0.1, -0.1, 0.1], [0.0, -0.2, 0.0], [0.3, 0.2, -0.1], [-0.1, 0.2, -0.6], [-0.5, 0.7, 0.3], [-0.5, 0.0, 0.3], [0.0, -0.6, -0.4], [-0.6, 0.5, 0.0], [-0.7, -0.6, -0.1], [0.0, 0.5, 0.3], [-0.1, -0.5, -0.1], [0.4, 0.2, 1.0], [0.2, 1.1, -0.1], [0.2, -0.2, 0.1], [-0.4, 0.3, -0.1], [0.0, -0.3, 0.2], [0.1, 0.2, -0.2], [0.1, -0.1, 0.0], [0.1, -0.3, -0.1], [-0.3, 0.2, -0.1], [0.0, 0.2, 0.2], [-0.1, 0.2, -0.2], [0.1, -0.4, 0.4], [-0.3, 0.0, -0.4], [0.3, 0.0, -0.4], [-0.1, -0.2, -0.1], [-0.4, -0.1, -0.3], [0.4, 0.4, -0.1], [0.0, -0.5, -0.1], [0.5, 0.2, 4.5], [-0.6, -0.1, -3.6], [1.2, -0.4, 0.2], [0.3, -1.3, -1.4], [-0.5, -0.3, 0.2], [-0.6, 0.4, 0.7], [0.5, 0.4, 0.0], [-0.4, -0.1, -0.1], [1.3, 0.2, 1.4], [-1.9, 1.2, -1.0], [0.9, -1.1, 0.1], [-0.6, 0.0, -0.1], [1.4, -0.9, 0.7], [-0.2, 1.2, 0.7], [-0.7, -0.7, -1.2], [0.3, 0.4, 0.5], [-0.1, 0.3, 0.0], [-0.2, -0.2, -0.4], [0.1, -0.4, -0.1]], "mulliken_charge": [-0.245, -0.170, 0.142, 0.859, -0.789, -0.902, -0.879, 0.929, 0.042, 0.071, -0.336, -0.851, -0.892, 0.453, 0.440, 0.399, 0.452, 0.461, 0.397, 0.430, -0.280, -0.059, -1.011, 0.293, 0.768, -1.042, 0.393, 0.791, 0.909, 1.290, -1.454, 0.345, 0.462, 0.376, -1.272, 0.454, 0.295, 0.323, -1.411, 0.403, 0.446, 0.404, -1.120, 0.232, 0.492, 0.310, 0.375, -0.191, -0.059, -0.615, 0.518, -0.330, 0.283, -0.350, -0.528, -0.027, -0.475, -0.490, 0.964, -0.582, -0.574, 0.336, 0.497, 0.464, 0.438]}